# 1
This record from the Open Molecules 2025 dataset describes a single C11H24O6Si molecule. The level of theory is ωB97M-V with the def2-TZVPD basis set.

Calculated values
SMILES string: C[Si](C)(C)CCO[C@@H]1O[C@H](CO)[C@H](O)[C@H](O)[C@H]1O
Gap between HOMO and LUMO, Eh: 0.3805
HOMO level, eV: -9.77

The geometry in ORCA input format:
```
! RIJCOSX wB97M-V def2-TZVPD def2/J DEFGRID3
* xyz 0 1
Si 0.68815 -2.07221 1.79711
O 0.91297 2.70270 1.36026
O -2.35212 -0.07351 -2.81075
O -1.37909 2.96989 -0.02130
O 0.47128 0.74426 -0.51541
O -2.52191 2.81078 -2.72507
O -0.62283 -1.36364 -0.94047
C 1.53395 2.80817 0.12732
C 0.25418 -0.35299 2.32248
C 1.87020 -2.86102 3.05163
C -1.66414 0.67176 -1.79563
C 1.54855 -1.94693 0.13784
C -0.59732 2.82365 -1.19545
C 0.56005 -2.14367 -0.96730
C -0.86842 -3.05851 1.64554
C 0.74779 2.08800 -0.94612
C -1.36479 2.08942 -2.28300
C -0.39871 -0.04225 -1.36390
H 1.61579 3.87592 -0.13900
H 2.51913 2.38503 0.27022
H 1.47658 -2.61642 4.04593
H -1.18339 -3.21648 2.66383
H 0.24695 -3.20035 -0.97434
H 1.34787 1.98153 -1.86939
H 1.06912 -2.03026 -1.93558
H 1.98435 -0.94119 0.04708
H 1.03538 0.32852 1.98138
H 2.33018 -2.70626 0.15603
H -2.35232 0.75375 -0.98478
H 2.89210 -2.50147 3.06093
H -2.46241 -0.95542 -2.45499
H -0.67832 2.04230 -3.14133
H 1.83821 -3.93874 2.97785
H -0.70090 -4.02545 1.18762
H -0.43424 3.84000 -1.58950
H -3.12598 2.17197 -3.16500
H -2.26047 3.30695 -0.28568
H -0.70104 -0.09415 1.84572
H 0.27639 -0.15057 -2.25579
H -0.04957 2.68309 1.19834
H -1.64588 -2.56222 1.09159
H 0.14465 -0.22398 3.39107
*
```

Now the Löwdin charges, all in e: atom 1 (Si): 0.50, atom 2 (O): -0.05, atom 3 (O): 0.01, atom 4 (O): -0.01, atom 5 (O): -0.06, atom 6 (O): 0.00, atom 7 (O): -0.07, atom 8 (C): -0.21, atom 9 (C): -0.17, atom 10 (C): -0.17, atom 11 (C): -0.23, atom 12 (C): -0.23, atom 13 (C): -0.25, atom 14 (C): -0.28, atom 15 (C): -0.17, atom 16 (C): -0.22, atom 17 (C): -0.27, atom 18 (C): -0.28, atom 19 (H): 0.13, atom 20 (H): 0.13, atom 21 (H): 0.03, atom 22 (H): 0.03, atom 23 (H): 0.12, atom 24 (H): 0.17, atom 25 (H): 0.12, atom 26 (H): 0.08, atom 27 (H): 0.02, atom 28 (H): 0.09, atom 29 (H): 0.16, atom 30 (H): 0.03, atom 31 (H): 0.09, atom 32 (H): 0.16, atom 33 (H): 0.02, atom 34 (H): 0.03, atom 35 (H): 0.17, atom 36 (H): 0.11, atom 37 (H): 0.13, atom 38 (H): 0.04, atom 39 (H): 0.17, atom 40 (H): 0.07, atom 41 (H): 0.03, atom 42 (H): 0.03

***

# 2
This record from the Open Molecules 2025 dataset describes a molecular structure, C11H25AuN2O5P2. The level of theory is ωB97M-V with the def2-TZVPD basis set.

Calculated values
<S²>: 2.010
Gap between HOMO and LUMO (spin up / spin down), Eh: 0.2141 / 0.2539
HOMO level (spin up / spin down), eV: -5.54 / -7.16

The geometry in ORCA input format:
```
! RIJCOSX wB97M-V def2-TZVPD def2/J DEFGRID3
* xyz 0 3
Au -0.04856 -0.62939 0.27637
P -2.31463 -0.52139 -0.09375
P 2.19761 -0.71617 -0.25197
O -1.16171 3.66290 -1.58284
O 2.57444 4.28452 -3.16841
O -0.67909 -0.58977 3.16727
O 0.25294 1.19376 4.05615
O 0.41118 0.88429 1.88779
N -0.02786 0.47104 3.09035
N -0.15754 -1.05552 -2.07591
C -2.76913 1.24261 -0.01432
C -1.43493 -1.32824 -4.04230
C 0.98372 -1.24415 -2.74109
C -0.26307 -1.50017 -4.77984
C 3.05434 0.86302 -0.00153
C 3.05496 -2.02088 0.65171
C 0.96407 -1.46688 -4.11757
C -3.33570 -1.36417 1.11152
C 2.29499 -1.25427 -1.99694
C -1.35454 -1.14349 -2.66247
C -2.61741 -1.04541 -1.80125
H -0.20904 3.88197 -2.22307
H -0.30558 -1.65132 -5.85894
H -3.35207 -2.44543 0.90979
H 2.05538 3.78838 -3.82827
H -2.61623 1.57955 1.01989
H -2.41816 -1.35147 -4.50242
H 4.14427 0.71375 0.06076
H -2.92542 -1.19652 2.11878
H 4.14340 -1.89347 0.59532
H 1.90414 -1.63810 -4.63602
H -2.01747 1.82891 -0.62744
H 2.76941 -2.98636 0.21500
H -3.09984 -2.03113 -1.72208
H -3.84901 1.37669 -0.24020
H 3.02419 -0.66280 -2.49437
H -3.34442 -0.35978 -2.25582
H 2.82977 1.55459 -0.82846
H -1.68438 3.75647 -2.45319
H 2.70167 -2.27576 -1.97945
H 3.45998 4.21777 -3.54292
H 2.68094 1.29721 0.94159
H 2.71900 -1.98186 1.69458
H -1.70673 2.90642 -0.90747
H -0.17212 -2.17493 0.82243
H -4.35927 -0.97535 1.06400
*
```

Now the Löwdin charges, all in e: atom 1 (Au): 0.55, atom 2 (P): 0.71, atom 3 (P): 0.73, atom 4 (O): -0.16, atom 5 (O): -0.11, atom 6 (O): -0.08, atom 7 (O): 0.00, atom 8 (O): -0.28, atom 9 (N): -0.55, atom 10 (N): 0.01, atom 11 (C): -0.27, atom 12 (C): -0.03, atom 13 (C): -0.31, atom 14 (C): -0.05, atom 15 (C): -0.25, atom 16 (C): -0.27, atom 17 (C): -0.03, atom 18 (C): -0.26, atom 19 (C): -0.27, atom 20 (C): -0.31, atom 21 (C): -0.27, atom 22 (H): 0.10, atom 23 (H): 0.11, atom 24 (H): 0.05, atom 25 (H): 0.02, atom 26 (H): 0.06, atom 27 (H): 0.11, atom 28 (H): 0.05, atom 29 (H): 0.04, atom 30 (H): 0.05, atom 31 (H): 0.12, atom 32 (H): -0.03, atom 33 (H): 0.05, atom 34 (H): 0.10, atom 35 (H): 0.06, atom 36 (H): 0.08, atom 37 (H): 0.09, atom 38 (H): 0.05, atom 39 (H): 0.06, atom 40 (H): 0.10, atom 41 (H): 0.02, atom 42 (H): 0.04, atom 43 (H): 0.05, atom 44 (H): 0.09, atom 45 (H): -0.03, atom 46 (H): 0.05

***

# 3
This record from the Open Molecules 2025 dataset describes 6 unconnected molecules or ions with the total composition C11H25BF5N6O13. The level of theory is ωB97M-V with the def2-TZVPD basis set.

Calculated values
Gap between HOMO and LUMO, Eh: 0.1528
HOMO level, eV: -2.40

The geometry in ORCA input format:
```
! RIJCOSX wB97M-V def2-TZVPD def2/J DEFGRID3
* xyz -1 1
F 4.44202 -4.58436 0.10030
F 3.62339 -3.75156 -2.10759
F 2.89359 -5.99483 -0.27387
F 2.58311 -4.41810 1.12348
F 1.62858 -4.55747 -1.85099
O -3.73390 0.45901 2.08285
O -0.33532 -0.59040 -0.76190
O -2.26281 1.46155 0.85584
O -0.75029 -2.74053 -1.73568
O -2.98011 -0.95405 -4.83498
O -4.54017 -0.24018 -3.52502
O -4.00818 3.69282 -2.41591
O 3.57509 3.05132 -0.20339
O -4.01711 5.21473 -3.95141
O 1.64539 0.68732 4.43197
O 2.27024 2.01400 1.17287
O 3.19238 2.19882 4.50874
O 0.95678 -2.49119 -0.06949
N -3.70973 -1.06466 -3.87175
N -4.12197 4.06577 -3.56729
N 2.28331 1.55379 4.99304
N -3.39986 1.25288 1.22295
N 2.48216 2.79717 0.27624
N 1.92023 -1.92223 2.74874
C 2.74054 -0.56558 0.78331
C -4.47302 2.04271 0.55671
C 3.25903 -1.60821 -0.23528
C 2.13418 -2.42627 -0.95408
C 1.31150 3.51041 -0.30390
C 2.96616 -0.99726 2.24376
C 1.92651 1.86153 6.40629
C 2.57309 -3.82905 -1.21965
C 3.12412 -4.67199 -0.03303
C -4.41235 3.01412 -4.57855
C -3.59309 -2.29216 -3.04165
B -0.01245 -1.95414 -0.83078
H 2.18014 -2.10718 3.71683
H 1.10736 1.21663 6.70415
H 3.73848 -1.03997 -1.04047
H -0.27733 -2.71089 -2.57899
H -4.48645 3.47929 -5.55504
H 1.72795 -0.22512 0.60216
H -4.43510 1.81877 -0.50591
H 2.80798 1.67722 7.01367
H -3.32654 -1.98365 -2.03548
H -5.34979 2.54300 -4.29970
H -4.56004 -2.78913 -3.06113
H 4.05401 -2.22213 0.21183
H 1.47708 4.57514 -0.16440
H 1.63441 2.90679 6.44878
H 3.91098 -1.53976 2.33701
H 3.00992 -0.09222 2.84966
H 1.07189 -1.36460 2.82165
H -3.59542 2.29865 -4.54902
H 3.38017 0.30040 0.66456
H -0.41117 -0.32426 0.16414
H -2.82296 -2.92618 -3.46087
H 1.26367 3.25604 -1.35892
H -5.42779 1.75270 0.98092
H -4.26850 3.09336 0.74012
H 0.41602 3.18334 0.21352
*
```

Now the Löwdin charges, all in e: atom 1 (F): 0.14, atom 2 (F): 0.07, atom 3 (F): 0.10, atom 4 (F): 0.19, atom 5 (F): 0.10, atom 6 (O): 0.06, atom 7 (O): 0.13, atom 8 (O): 0.07, atom 9 (O): 0.11, atom 10 (O): 0.07, atom 11 (O): 0.03, atom 12 (O): 0.05, atom 13 (O): 0.05, atom 14 (O): 0.06, atom 15 (O): 0.07, atom 16 (O): 0.05, atom 17 (O): 0.07, atom 18 (O): 0.05, atom 19 (N): -0.44, atom 20 (N): -0.45, atom 21 (N): -0.44, atom 22 (N): -0.44, atom 23 (N): -0.43, atom 24 (N): 0.01, atom 25 (C): -0.19, atom 26 (C): 0.04, atom 27 (C): -0.14, atom 28 (C): -0.17, atom 29 (C): 0.05, atom 30 (C): -0.27, atom 31 (C): 0.04, atom 32 (C): -0.46, atom 33 (C): -0.57, atom 34 (C): 0.04, atom 35 (C): 0.05, atom 36 (B): -0.89, atom 37 (H): 0.05, atom 38 (H): 0.09, atom 39 (H): 0.09, atom 40 (H): 0.09, atom 41 (H): 0.09, atom 42 (H): 0.09, atom 43 (H): 0.09, atom 44 (H): 0.10, atom 45 (H): 0.10, atom 46 (H): 0.10, atom 47 (H): 0.10, atom 48 (H): 0.09, atom 49 (H): 0.09, atom 50 (H): 0.10, atom 51 (H): 0.11, atom 52 (H): 0.06, atom 53 (H): 0.05, atom 54 (H): 0.10, atom 55 (H): 0.08, atom 56 (H): 0.07, atom 57 (H): 0.09, atom 58 (H): 0.10, atom 59 (H): 0.09, atom 60 (H): 0.10, atom 61 (H): 0.09

***

# 4
This record from the Open Molecules 2025 dataset describes 2 unconnected molecules or ions with the total composition C11H25ClNO3P. The level of theory is ωB97M-V with the def2-TZVPD basis set.

Calculated values
SMILES string: NCCCCCP(Cl)CC(=O)O.CCOCC
Gap between HOMO and LUMO, Eh: 0.3489
HOMO level, eV: -9.07

The geometry in ORCA input format:
```
! RIJCOSX wB97M-V def2-TZVPD def2/J DEFGRID3
* xyz 0 1
Cl 1.13415 -1.33947 -3.26798
P 2.00956 -2.10482 -1.55210
O 5.63909 -0.30261 -1.09252
O 3.71007 0.72105 -1.37302
O -2.69141 -0.44803 -0.23941
N 2.19427 0.81117 3.40403
C -4.28658 -0.82286 -2.07684
C 1.41390 -0.93026 -0.26172
C -4.37596 -0.07768 1.51790
C 1.70826 1.91553 1.16816
C 0.45497 1.28305 0.53228
C -3.46137 0.51431 0.45912
C 3.77806 -1.63227 -1.89610
C 4.32803 -0.29808 -1.43690
C 0.72563 0.37745 -0.67361
C -3.42203 -1.41307 -0.97607
C 1.65193 1.98557 2.70314
H -4.03633 1.13028 -0.24180
H 0.61106 2.10678 3.02233
H -3.69097 -0.17505 -2.72139
H -2.66311 -2.06292 -1.41304
H 2.59994 1.34264 0.88318
H -0.21530 2.08492 0.20357
H -5.11642 -0.23731 -1.67858
H 2.23560 -0.73977 0.44073
H -5.18278 -0.66776 1.08092
H 3.87959 -1.64724 -2.98866
H 1.29078 0.90866 -1.44043
H 2.21885 2.85396 3.04870
H 3.19662 0.78007 3.24194
H -2.72739 1.16935 0.92978
H 0.67101 -1.52476 0.28781
H -0.24526 0.11715 -1.10852
H -3.81033 -0.72170 2.19260
H 1.85892 2.91747 0.75456
H -0.08941 0.70540 1.29220
H 4.40563 -2.44773 -1.51954
H -4.70979 -1.62350 -2.68429
H -4.02711 -2.03330 -0.30482
H -4.83211 0.72230 2.10194
H 6.03917 -1.16028 -1.29305
H 1.82859 -0.03665 2.97552
*
```

Now the Löwdin charges, all in e: atom 1 (Cl): 0.21, atom 2 (P): 0.64, atom 3 (O): 0.10, atom 4 (O): 0.11, atom 5 (O): -0.18, atom 6 (N): -0.01, atom 7 (C): -0.08, atom 8 (C): -0.43, atom 9 (C): -0.08, atom 10 (C): -0.20, atom 11 (C): -0.21, atom 12 (C): -0.28, atom 13 (C): -0.34, atom 14 (C): -0.57, atom 15 (C): -0.30, atom 16 (C): -0.28, atom 17 (C): -0.29, atom 18 (H): 0.11, atom 19 (H): 0.10, atom 20 (H): 0.08, atom 21 (H): 0.12, atom 22 (H): 0.09, atom 23 (H): 0.11, atom 24 (H): 0.07, atom 25 (H): 0.07, atom 26 (H): 0.07, atom 27 (H): 0.08, atom 28 (H): 0.08, atom 29 (H): 0.10, atom 30 (H): 0.06, atom 31 (H): 0.11, atom 32 (H): 0.07, atom 33 (H): 0.08, atom 34 (H): 0.08, atom 35 (H): 0.11, atom 36 (H): 0.10, atom 37 (H): 0.07, atom 38 (H): 0.08, atom 39 (H): 0.11, atom 40 (H): 0.08, atom 41 (H): 0.11, atom 42 (H): 0.05

***

# 5
This record from the Open Molecules 2025 dataset describes a molecular structure, C11H25N2O5PSSi2. The level of theory is ωB97M-V with the def2-TZVPD basis set.

Calculated values
Gap between HOMO and LUMO, Eh: 0.2386
HOMO level, eV: -7.12

The geometry in ORCA input format:
```
! RIJCOSX wB97M-V def2-TZVPD def2/J DEFGRID3
* xyz 0 1
S 3.28664 2.33216 -2.66006
P -3.42741 0.87157 -4.93013
Si -1.43737 0.74779 -3.93630
Si 1.11797 -0.34297 -4.00552
O -4.20098 -0.62492 -4.84241
O -4.34966 1.88691 -3.89707
O -0.32748 -0.15258 -4.89189
O 0.67654 -3.09584 -3.63291
O 2.68514 -2.32105 -3.06889
N -0.24946 -0.14776 2.09676
N 2.52059 0.53885 -4.74736
C -0.41382 -1.66646 2.13856
C -0.64689 0.34907 3.48358
C 1.18231 0.23008 1.77756
C -0.38254 1.82474 3.78050
C 1.72669 -0.47912 0.54999
C 0.14287 -2.36005 0.91029
C 1.53605 -2.13792 -3.53106
C -1.19398 0.43105 1.08114
C 2.99611 1.30549 -3.91844
C 1.59513 -1.98614 0.67766
C 1.01569 2.13203 4.32409
H 0.06315 -3.44054 1.04718
H 1.76682 2.18660 3.53818
H 1.96453 -2.47139 -0.22888
H -0.45322 -2.11990 0.02554
H 0.91001 0.36415 -2.71339
H 1.20682 1.30705 1.61676
H 1.22152 -0.12646 -0.35365
H -4.09385 -1.00906 -3.95834
H -1.47742 -1.87424 2.26403
H -2.20927 0.15636 1.36091
H -1.09151 2.11263 4.56079
H 1.77841 -0.02801 2.65485
H 1.01187 3.10162 4.82351
H 2.21410 -2.34488 1.50846
H -0.86102 2.08000 -3.64545
H -0.95657 0.03195 0.09844
H 2.77998 -0.22051 0.42428
H 0.11906 -2.01654 3.02480
H -1.07972 1.51240 1.07128
H 1.33164 1.38468 5.05502
H -3.97269 1.73037 -3.01699
H -0.12708 -0.27806 4.20961
H -1.51252 0.04528 -2.62492
H -0.60121 2.46562 2.92432
H -1.71491 0.14235 3.57041
*
```

Now the Löwdin charges, all in e: atom 1 (S): 0.55, atom 2 (P): 0.68, atom 3 (Si): 0.36, atom 4 (Si): 0.51, atom 5 (O): -0.35, atom 6 (O): -0.37, atom 7 (O): -0.41, atom 8 (O): -0.14, atom 9 (O): -0.11, atom 10 (N): -0.25, atom 11 (N): 0.01, atom 12 (C): -0.11, atom 13 (C): -0.13, atom 14 (C): -0.11, atom 15 (C): -0.22, atom 16 (C): -0.15, atom 17 (C): -0.16, atom 18 (C): -0.78, atom 19 (C): 0.03, atom 20 (C): -0.81, atom 21 (C): -0.17, atom 22 (C): -0.10, atom 23 (H): 0.13, atom 24 (H): 0.06, atom 25 (H): 0.12, atom 26 (H): 0.12, atom 27 (H): -0.02, atom 28 (H): 0.13, atom 29 (H): 0.10, atom 30 (H): 0.04, atom 31 (H): 0.14, atom 32 (H): 0.11, atom 33 (H): 0.12, atom 34 (H): 0.14, atom 35 (H): 0.08, atom 36 (H): 0.12, atom 37 (H): -0.03, atom 38 (H): 0.09, atom 39 (H): 0.13, atom 40 (H): 0.14, atom 41 (H): 0.11, atom 42 (H): 0.08, atom 43 (H): 0.01, atom 44 (H): 0.13, atom 45 (H): -0.06, atom 46 (H): 0.11, atom 47 (H): 0.13